(1)
# C20H24ClN3O4S

The molecule C20H24ClN3O4S in a non-equilibrium geometry (ωB97M-V/def2-TZVPD, OMol25).

```
53
Properties=species:S:1:pos:R:3:lowdin_charge:R:1
C 1.8616 4.9861 0.4737 -0.050
C 0.9935 4.0798 1.3312 -0.233
O 0.0189 3.5064 0.4730 -0.078
C -0.8947 2.6579 0.9714 -0.262
C -0.9505 2.2259 2.2987 0.011
C -1.9122 1.3198 2.7061 -0.082
C -2.8437 0.8398 1.7993 -0.669
Cl -4.0397 -0.2941 2.3082 0.678
C -2.8144 1.2674 0.4815 -0.091
C -1.8443 2.1586 0.0764 -0.175
S -1.8471 2.6366 -1.6661 0.690
O -1.4612 4.0056 -1.8081 -0.261
O -3.1214 2.2294 -2.1849 -0.286
N -0.7163 1.7122 -2.4471 -0.228
C 0.6795 2.0556 -2.3455 -0.174
C 1.4210 1.2430 -1.2833 -0.121
C 1.1555 -0.2557 -1.4219 -0.225
C 1.6965 -0.9998 -0.2044 -0.468
O 1.8649 -0.4731 0.8766 0.070
N 1.9625 -2.3045 -0.4411 0.064
C 2.1435 -3.2442 0.6380 -0.117
C 0.9941 -4.2189 0.7082 -0.258
C 0.8359 -5.0708 1.7973 -0.022
C -0.2366 -5.9446 1.8045 -0.065
C -1.1129 -5.9402 0.7288 -0.065
C -0.8656 -5.0574 -0.3083 -0.136
N 0.1591 -4.2212 -0.3227 0.101
C -0.3572 -0.5202 -1.4716 -0.112
C -0.9942 0.3062 -2.5892 -0.177
H 1.2318 5.6985 -0.0513 0.085
H 2.4033 4.3971 -0.2609 0.073
H 2.5716 5.5202 1.0987 0.078
H 0.4994 4.6596 2.1216 0.130
H 1.6002 3.2888 1.7923 0.130
H -0.2366 2.5854 3.0214 0.111
H -1.9369 0.9863 3.7315 0.110
H -3.5369 0.9304 -0.2443 0.114
H 1.1378 1.8866 -3.3281 0.132
H 0.7164 3.1204 -2.1159 0.108
H 1.1050 1.5444 -0.2870 0.098
H 2.4924 1.4353 -1.3655 0.130
H 1.6227 -0.6414 -2.3339 0.150
H 1.6199 -2.7209 -1.2949 0.126
H 3.0816 -3.7967 0.4996 0.131
H 2.2150 -2.6680 1.5652 0.126
H 1.5381 -5.0399 2.6161 0.114
H -0.3903 -6.6167 2.6361 0.107
H -1.9634 -6.6024 0.6978 0.101
H -1.5133 -5.0103 -1.1742 0.106
H -0.5530 -1.5815 -1.6366 0.114
H -0.7962 -0.2393 -0.5118 0.116
H -0.6044 -0.0217 -3.5603 0.134
H -2.0790 0.2002 -2.5945 0.115
```

Computed properties:
- gap between HOMO and LUMO (Ha) = 0.33986
- SMILES = CCOc1ccc(Cl)cc1S(=O)(=O)N1CCC(C(=O)NCc2ccccn2)CC1
- ΔE to the lowest compared entry with this formula, charge and spin (kcal per mole) = 17.8
- LUMO level (eV) = 0.6

***

(2)
# C20H24ClNO4

The molecule C20H24ClNO4 (ωB97M-V/def2-TZVPD, OMol25).

```
50
Properties=species:S:1:pos:R:3:lowdin_charge:R:1
C -4.5285 -2.7621 0.2373 -0.073
C -3.1747 -2.1939 -0.0461 -0.294
C -2.0811 -3.0128 -0.2633 0.037
C -0.8122 -2.4955 -0.5281 -0.252
O 0.1667 -3.4257 -0.7251 -0.037
C 1.5065 -2.9948 -0.8672 -0.126
C 2.1210 -2.6450 0.4995 -0.331
O 2.4478 -3.8129 1.2196 -0.015
C 3.3982 -1.7976 0.3630 -0.081
N 3.1109 -0.3810 0.4898 -0.074
C 3.1241 0.1262 1.8418 -0.022
C 2.7987 0.2988 -0.6270 -0.420
O 2.8226 -0.2303 -1.7282 0.054
C 2.4108 1.7836 -0.5378 -0.278
C 3.6414 2.6606 -0.2924 0.003
O 1.4101 1.9578 0.4523 -0.049
C 0.3858 2.8405 0.2466 -0.260
C -0.6831 2.7200 1.1363 -0.028
C -1.7790 3.5507 1.0270 -0.084
C -1.8274 4.5138 0.0312 -0.095
C -0.7644 4.6415 -0.8427 -0.081
C 0.3443 3.8161 -0.7409 -0.019
C -0.6403 -1.1167 -0.5796 0.003
C -1.7256 -0.2837 -0.3693 -0.087
C -2.9714 -0.8154 -0.0991 -0.619
Cl -4.2974 0.2642 0.1772 0.689
H -5.2410 -2.4270 -0.5153 0.078
H -4.8876 -2.4149 1.2052 0.077
H -4.4993 -3.8479 0.2382 0.077
H -2.1948 -4.0856 -0.2352 0.124
H 1.5948 -2.1545 -1.5599 0.112
H 2.0406 -3.8519 -1.2874 0.146
H 1.3726 -2.0654 1.0689 0.148
H 1.7079 -4.4276 1.1454 0.098
H 4.0877 -2.0948 1.1544 0.134
H 3.8635 -1.9766 -0.6081 0.135
H 2.6236 1.0857 1.9022 0.082
H 2.6025 -0.5761 2.4936 0.100
H 4.1555 0.2218 2.1944 0.099
H 1.9966 2.0138 -1.5282 0.146
H 4.3578 2.5034 -1.0944 0.096
H 4.1121 2.4165 0.6554 0.077
H 3.3530 3.7096 -0.2750 0.083
H -0.6320 1.9596 1.9003 0.122
H -2.6027 3.4390 1.7158 0.106
H -2.6869 5.1598 -0.0598 0.100
H -0.7881 5.3939 -1.6171 0.105
H 1.1609 3.9489 -1.4336 0.107
H 0.3177 -0.6717 -0.7886 0.096
H -1.5965 0.7868 -0.4099 0.091
```

Computed properties:
- gap between HOMO and LUMO (Ha) = 0.33115
- SMILES = Cc1cc(OC[C@@H](O)CN(C)C(=O)[C@H](C)Oc2ccccc2)ccc1Cl
- ΔE to the lowest compared entry with this formula, charge and spin (kcal per mole) = 0.0
- LUMO level (eV) = 0.7

***

(3)
# C20H24CuFN5S2

A structure of composition C20H24CuFN5S2 (ωB97M-V/def2-TZVPD, OMol25).

```
53
Properties=species:S:1:pos:R:3:lowdin_spin:R:1
Cu 0.4402 -1.0847 -0.0149 0.013
C -1.0644 2.4631 4.3454 0.015
S -0.9955 2.9799 2.6146 0.019
C -0.3479 1.5023 1.9045 0.161
S -1.4300 0.1024 1.7365 0.028
N 0.9273 1.4213 1.6759 -0.011
N 1.3672 0.3037 1.1066 0.126
C 2.6756 0.0616 1.2298 0.230
C 3.1602 -1.2052 0.8303 0.070
C 4.5252 -1.5569 0.9651 0.061
C 4.9409 -2.8139 0.6284 0.026
C 4.0025 -3.7438 0.1488 0.100
C 2.6957 -3.3292 0.0278 0.003
N 2.2554 -2.1080 0.3407 0.115
H -1.4900 3.2907 4.9111 0.001
H -0.0628 2.2512 4.7119 0.000
H -1.7032 1.5897 4.4628 0.000
H 3.3242 0.7823 1.7134 0.012
H 5.2217 -0.8197 1.3417 0.001
H 5.9818 -3.0907 0.7346 -0.001
H 4.2833 -4.7513 -0.1186 0.007
H 1.9437 -4.0193 -0.3434 -0.002
C -1.2484 -0.6284 -2.4243 0.000
C -1.7677 -1.1210 -3.7958 0.000
N -1.1624 -2.4066 -4.1402 0.000
C 0.2902 -2.2484 -4.1647 0.000
C 0.8140 -1.8188 -2.7729 0.000
N -0.3246 -1.6325 -1.8443 0.001
C -1.0510 -2.9152 -1.7213 0.000
C -1.5191 -3.3889 -3.1200 0.000
H -2.0626 -0.4798 -1.7169 0.000
H -0.7027 0.3124 -2.5024 0.000
H -1.5305 -0.4077 -4.5864 0.000
H -2.8516 -1.2450 -3.7796 0.000
H 0.5363 -1.5033 -4.9230 0.000
H 0.7377 -3.1945 -4.4747 0.000
H 1.3674 -0.8794 -2.8121 0.000
H 1.4770 -2.5662 -2.3379 0.000
H -1.8914 -2.7517 -1.0441 0.000
H -0.3800 -3.6354 -1.2508 0.000
H -2.6003 -3.5320 -3.1416 0.000
H -1.0550 -4.3402 -3.3853 0.000
F -5.3014 1.5459 -2.4430 0.001
C -4.4077 1.2442 -1.4771 0.002
C -4.6330 0.1381 -0.6803 0.000
C -3.7167 -0.1584 0.3149 0.003
C -2.5843 0.6325 0.5018 0.009
C -2.3865 1.7387 -0.3148 0.006
C -3.3019 2.0517 -1.3092 0.000
H -5.5162 -0.4660 -0.8349 0.000
H -3.8838 -1.0180 0.9519 0.000
H -1.5027 2.3509 -0.2001 0.002
H -3.1606 2.9094 -1.9514 0.000
```

Computed properties:
- multiplicity = 2
- ⟨S²⟩ = 0.7824
- gap between HOMO and LUMO (alpha / beta) (Ha) = 0.22420 / 0.26543
- ΔE to the lowest compared entry with this formula, charge and spin (kcal per mole) = 6.2
- LUMO level (alpha / beta) (eV) = 0.6 / -0.1

***

(4)
# C20H24F16NO2

A cluster of 3 separate species, C20H24F16NO2 in total in a non-equilibrium geometry (ωB97M-V/def2-TZVPD, OMol25).

```
63
Properties=species:S:1:pos:R:3:lowdin_charge:R:1
C -4.6706 1.7581 -0.4299 -0.106
C -4.9426 1.4736 1.0487 -0.239
C -5.4028 0.0183 1.2652 -0.197
C -4.9257 -0.6018 2.5866 -0.165
C -4.2370 -1.9790 2.4305 -0.129
C -3.0321 -1.8231 1.5745 -0.180
C -3.0301 -2.2106 0.2313 0.042
C -1.9060 -1.9791 -0.5468 -0.002
N -0.8238 -1.4089 -0.0097 0.115
C -0.7791 -1.0304 1.2736 0.000
C -1.8781 -1.2304 2.0986 0.047
H -5.3942 1.2535 -1.0625 0.073
H -4.7459 2.8212 -0.6352 0.073
H -3.6711 1.4438 -0.7219 0.060
H -4.0331 1.6712 1.6070 0.094
H -5.7439 2.1291 1.3678 0.108
H -6.4869 0.0011 1.2486 0.116
H -5.0862 -0.5624 0.4017 0.086
H -4.1821 0.0616 3.0210 0.100
H -5.7414 -0.6910 3.2921 0.118
H -3.9347 -2.2920 3.4246 0.127
H -4.9278 -2.7103 2.0264 0.127
H -3.9094 -2.6727 -0.1768 0.133
H -1.8902 -2.2469 -1.5866 0.138
H -0.0145 -1.2738 -0.6043 0.138
H 0.1212 -0.5724 1.6410 0.131
H -1.8392 -0.9117 3.1238 0.135
C 1.6481 2.2824 1.7637 -0.065
C 0.6284 3.2891 1.2082 -0.441
C 0.5328 3.4619 -0.3110 -0.318
F 1.6847 3.9195 -0.8264 0.111
F -0.4435 4.3543 -0.5776 0.108
F 0.7843 4.4811 1.8023 0.156
F -0.5977 2.7933 1.5802 0.079
O 2.8810 2.7618 2.2399 0.056
C 3.9691 2.9183 1.4147 -0.541
C 4.4158 4.3812 1.3282 -0.287
F 3.4063 5.1536 0.8856 0.107
F 5.4390 4.4596 0.4550 0.112
F 3.7542 2.3839 0.1981 0.148
F 4.9870 2.2360 1.9746 0.151
H 1.1685 1.8849 2.6586 0.145
H 1.7822 1.4377 1.0830 0.133
H 0.2752 2.5105 -0.7895 0.167
H 4.7392 4.7321 2.3101 0.179
C 2.5491 -3.7298 -2.0121 -0.045
C 1.4830 -2.7656 -2.5507 -0.407
C 1.4846 -2.4237 -4.0417 -0.302
F 2.6181 -1.8069 -4.3998 0.120
F 0.4454 -1.5822 -4.2708 0.095
F 1.4639 -1.6220 -1.8044 0.091
F 0.2690 -3.3610 -2.3275 0.085
O 3.6706 -3.1686 -1.3725 0.049
C 4.7987 -2.8012 -2.0726 -0.545
C 5.0673 -1.2977 -1.9524 -0.286
F 3.9993 -0.5946 -2.3898 0.092
F 6.1307 -0.9886 -2.7140 0.121
F 4.7423 -3.2011 -3.3519 0.163
F 5.8412 -3.4231 -1.4959 0.163
H 2.0457 -4.2772 -1.2152 0.151
H 2.8277 -4.4696 -2.7629 0.155
H 1.3473 -3.3280 -4.6409 0.181
H 5.2688 -1.0354 -0.9119 0.177
```

Computed properties:
- gap between HOMO and LUMO (Ha) = 0.36099
- charge = +1
- ΔE to the lowest compared entry with this formula, charge and spin (kcal per mole) = 0.0
- LUMO level (eV) = -4.1